# 1
Formula: C5H14N2
Source: the OMol25 dataset
Level of theory: wB97M-V/def2-TZVPD

```
21
Properties=species:S:1:pos:R:3:forces:R:3
H -2.829939 2.203642 -1.442781 -0.04 0.06 -0.05
H -3.493746 1.833487 0.153838 0.01 0.03 0.09
H -1.813553 1.594325 1.912073 -0.16 -0.11 0.06
H -0.113022 1.057285 1.394435 -0.03 0.05 0.40
C -2.847074 1.469457 -0.637818 0.07 -0.08 -0.17
C -1.151771 1.244323 1.138250 0.86 0.11 -0.42
H -0.545264 1.524370 -2.020526 0.29 -0.07 -0.13
N 1.612024 -2.386640 -0.240102 -1.15 1.77 0.69
H 1.343506 -0.856938 1.751261 0.20 0.42 0.55
H 1.937341 0.187921 0.614592 0.29 0.35 0.23
H 0.549662 0.667203 -0.905597 0.02 0.18 0.11
H 3.008440 -2.468102 1.257641 0.11 -0.07 -0.06
H -0.834003 -0.164495 -1.655779 0.09 -0.01 -0.15
H 3.527499 -1.507718 -0.111371 -0.15 0.18 -0.19
C -0.486630 0.780699 -1.226254 -0.60 -0.05 -0.03
N 2.179363 -0.594095 1.223605 -1.67 -0.83 -1.35
H 0.909605 -2.831194 0.355082 0.17 -0.42 -0.22
C 2.673104 -1.754045 0.509386 1.90 -1.04 0.69
H -3.290158 0.558062 -1.045198 -0.04 0.00 -0.06
C -1.456574 1.186036 -0.151698 -0.43 -0.10 0.31
H 1.121195 -1.743575 -0.873047 0.26 -0.36 -0.28
```
Positions in Å, forces in eV/Å.

* charge: +1
* multiplicity: 2
* energy relative to the best compared isomer or geometry (same formula, charge and spin): 158.2 kJ/mol
* ⟨S²⟩: 0.759


# 2
Formula: C34H82O14
Source: the OMol25 dataset
Level of theory: wB97M-V/def2-TZVPD

```
130
Properties=species:S:1:pos:R:3:forces:R:3
H 8.143731 -2.784363 1.503476 -0.54 -0.24 -0.22
C 5.742672 -0.758220 -6.729704 0.81 1.17 0.79
H 1.983120 -0.945248 10.327614 0.16 -0.31 0.65
H -6.661992 9.814653 -3.055627 -0.13 0.00 0.38
C -9.611225 -0.710716 -1.371556 0.05 1.51 0.85
C 5.143913 -2.606865 -5.322177 0.85 0.86 0.60
H 4.193573 -0.944607 7.126821 0.60 0.11 -0.14
H -8.105455 8.457094 -2.270394 -1.10 -0.44 0.51
C 7.383434 5.707483 2.941693 -0.38 -0.52 -0.37
H 3.174677 0.870447 8.799139 0.12 0.01 0.13
C 3.178941 -0.219543 8.799904 -0.45 0.84 -1.36
H 5.983431 4.060064 4.691677 -0.51 0.59 0.62
H -0.914030 2.654755 -3.268903 0.00 -0.01 -0.30
H -3.151983 -10.116982 1.021631 -0.15 0.06 0.02
C -3.892851 -8.671327 2.121572 -0.22 0.67 -0.12
H 4.370636 -3.054577 8.249353 -0.39 0.19 -0.27
H -7.143668 0.173411 5.890875 0.33 0.23 0.21
H -6.431604 8.161735 -3.667526 0.25 0.09 -0.24
H 2.210859 0.005183 -0.711576 0.05 -0.48 -0.87
H 8.239262 -6.836983 1.977717 0.13 0.07 -0.10
H -1.570861 7.567065 1.110006 0.55 -0.96 -0.41
O -8.383802 8.575097 -3.181546 1.01 0.56 0.46
H 5.291425 6.225267 2.639568 0.07 0.29 0.08
C 5.949906 5.871441 3.432854 0.85 0.43 0.46
H 1.251962 1.913078 -2.077032 0.31 -0.04 0.00
C 4.598704 -2.173814 8.849645 -1.05 0.13 0.93
H -4.799388 -9.127908 2.518826 0.03 -0.23 0.20
H -5.732982 -1.759293 5.831333 -0.82 -0.01 0.43
H -2.959753 -2.102486 -7.858662 -0.22 -0.20 0.46
O 0.299144 -0.796702 -0.252406 0.63 -0.78 -0.51
O 7.982960 -4.881228 1.354245 -0.29 0.35 -1.11
H -1.972628 6.168450 2.262527 0.03 -0.02 -0.56
C -6.634409 -0.005891 4.943977 -0.61 -0.74 0.28
C -9.349488 0.629814 -2.130625 -0.03 -1.64 0.68
H -1.139251 -4.571998 -3.429894 0.34 -0.68 0.20
H -11.375942 0.710293 -2.803156 -0.01 0.28 -0.18
H -0.006414 -2.448338 0.857940 -0.03 0.21 0.42
H -12.365635 0.628203 -0.700162 0.02 -0.06 0.04
O 3.624059 -2.125172 9.924359 0.32 -1.36 0.86
H -7.340176 0.358247 4.197389 -0.15 -0.59 -0.56
C -3.432859 -2.669375 -8.660476 -0.02 0.64 0.45
C -4.896115 -1.338923 4.037925 0.95 -1.47 -1.52
H 4.997259 -0.014938 -6.446853 0.06 0.11 0.26
C -6.149938 -1.477837 4.864363 0.45 0.61 0.55
O -0.287818 4.899670 -9.479220 0.04 0.00 0.04
H -3.278703 -3.734089 -8.485188 0.08 -0.07 -0.24
C 3.050612 -0.857781 10.125351 -0.01 0.25 -0.44
H -2.130519 -2.695317 -10.090598 0.05 0.11 -0.10
H 3.554384 -0.219645 10.851371 0.14 -0.40 0.59
H -10.036576 -1.502586 -1.988114 -0.19 0.10 -0.17
H 4.348470 -1.347760 -8.208256 -0.74 -0.15 0.43
C -11.307533 0.887894 -0.667282 1.44 -1.54 -0.86
H 8.076536 3.874446 1.911273 0.12 -0.02 0.20
H -4.764736 0.469371 2.898530 0.00 0.33 -0.07
C -4.579175 0.132246 3.918343 -0.44 -0.04 0.30
C 4.420844 -0.819793 8.185529 0.68 -0.14 -1.10
H -8.596843 1.209440 -1.596167 -0.22 0.13 0.26
C 0.811977 -1.738578 0.737242 -0.89 1.10 -1.22
H -2.163024 -3.035007 -2.147782 0.07 -0.02 0.02
H 5.700635 -2.321518 -8.226747 0.55 -0.58 0.42
H 1.029904 -1.160272 1.635112 0.15 -0.41 0.26
H 4.491850 4.366738 3.713664 0.00 -0.62 -0.03
O -2.895575 -2.161432 -9.864216 0.07 -0.45 -0.61
H 6.611804 -1.007476 -4.672628 -0.58 0.16 0.11
H 0.544395 4.502844 -9.746745 0.00 0.03 0.10
H 8.024608 5.481961 3.793841 0.09 -0.03 0.03
C 5.063147 -1.794348 -7.516954 -0.44 -0.26 -0.94
H 10.196897 -5.675270 2.553842 0.38 0.28 0.21
H 1.228057 0.922112 0.264797 -0.26 0.55 0.21
H -4.195626 -8.058011 1.272881 -0.03 0.16 -0.13
H -2.130355 4.915169 -10.433504 0.20 0.27 0.15
H 8.359514 -3.581159 3.784772 -0.02 0.31 -0.01
H 1.650463 -2.337966 0.382593 0.39 0.38 -0.09
C 6.253385 -1.563826 -5.538720 0.89 -0.31 0.08
H -8.723139 -1.093633 -0.868784 0.00 -0.06 -0.09
H 5.518317 -3.604780 -5.093967 0.16 -0.02 0.06
H -10.696453 2.286468 -2.221638 -0.44 0.01 -0.29
H -11.166514 1.694612 0.052040 0.30 -0.21 0.16
O -10.521583 -0.320334 -0.303886 -0.47 0.50 -0.15
H -1.793144 3.408576 -9.621191 0.09 0.11 0.75
C -1.425142 1.881850 -2.694897 -0.06 0.12 0.71
H -3.558922 0.368842 4.220339 -0.09 0.14 -0.11
C -2.293859 7.085271 1.768211 0.04 1.34 -0.42
H 9.380896 -5.725341 4.140822 0.23 0.00 0.03
C 9.147705 -3.827678 3.073385 0.41 -0.50 0.78
H 0.509524 0.380562 -2.622052 -0.03 0.05 -0.37
C 8.141965 -5.834554 2.394551 -0.60 0.37 -0.10
O -2.887730 -9.576265 1.769557 0.54 -0.60 -0.04
H 4.464047 -2.304418 -4.525686 -0.15 0.00 0.09
H -3.015752 8.770781 2.594890 0.00 -0.23 -0.37
H 7.155660 -2.078692 -5.868756 0.08 -0.21 -0.17
C -2.079547 -4.827652 -2.941446 -0.18 1.13 0.33
H -4.503756 -2.466165 -8.660384 0.04 -0.03 0.04
H -2.418098 2.240395 -2.423648 0.13 0.12 0.18
H 6.717227 4.620573 1.136478 0.07 0.60 -0.18
O -0.699797 1.617777 -1.495393 0.17 -0.38 -0.35
O 4.464772 -2.620156 -6.531059 -1.51 -0.72 -1.70
H -1.582756 0.977510 -3.282624 0.27 -0.12 -0.15
H -2.673356 -5.436511 -3.623197 -0.14 0.20 0.13
H 5.593019 -2.395226 9.237475 0.13 0.49 0.28
C -1.325028 4.235206 -10.155669 -0.73 -0.75 -0.74
H -7.215712 9.451427 -4.643472 -0.05 -0.33 -0.10
H 10.063524 -3.285970 3.309919 -0.16 0.15 -0.01
H 7.816180 6.557674 2.414431 -0.19 -0.10 -0.16
H -2.003427 -5.311074 -1.967486 0.54 -0.51 -0.27
H 9.610421 -3.574537 1.052975 0.05 -0.42 -0.50
C 0.590030 1.092412 -1.800534 -0.26 -1.02 0.77
H -3.196059 6.987066 1.164480 -0.22 -0.51 0.22
C -7.107432 9.016743 -3.649779 0.01 0.12 -1.01
O -2.441517 8.029248 2.799792 -0.40 0.37 1.54
H -1.017560 3.729072 -11.070755 0.40 0.34 -0.30
H -5.036165 -1.822621 3.071225 -0.03 0.29 -0.32
H 2.336911 -0.523907 8.178258 -0.14 0.02 -0.02
C 7.174990 4.453451 2.111476 0.40 -1.00 -0.75
C 1.161204 0.282853 -0.615536 -0.60 0.67 1.30
C 5.578476 4.442033 3.754554 0.03 -0.31 0.58
H -4.037696 -1.878150 4.438499 -0.12 -0.03 0.39
C 8.710711 -3.702916 1.654775 0.14 1.00 -0.14
C 9.340457 -5.322843 3.128665 0.34 -1.19 0.86
H -8.925784 0.466455 -3.121532 -0.41 0.03 -0.18
O -5.464023 0.747443 4.846403 0.63 0.94 0.42
O 6.255713 3.602604 2.819916 0.09 0.69 -0.50
H 6.543221 -0.240521 -7.258096 0.01 -0.04 -0.02
H 5.975808 6.544156 4.290109 -0.64 -0.03 0.02
O -2.735678 -3.576220 -2.696195 -0.60 -0.09 -0.39
H -6.829220 -2.255022 4.514121 -0.12 0.33 0.01
H 5.323397 -0.223433 8.319135 -0.12 0.17 -0.11
H -3.452284 -8.006563 2.864596 -0.18 -0.06 0.07
C -10.751286 1.209557 -2.062448 -0.03 0.94 -0.07
H 7.232025 -5.803937 2.993854 -0.09 -0.16 0.32
```
Positions in Å, forces in eV/Å.

* E_tot: -2397.62943 hartree
* charge: 0


# 3
Formula: C2H6OS
Source: the OMol25 dataset
Level of theory: wB97M-V/def2-TZVPD

```
10
Properties=species:S:1:pos:R:3:forces:R:3
H -1.425555 -0.688327 0.795552 -0.08 -0.57 0.08
S 2.003993 5.344577 -0.370667 -0.40 0.25 -0.50
H 2.942538 6.313754 -0.453270 -0.02 -0.48 0.37
C -1.027794 -1.697254 0.656148 0.15 0.12 -0.87
C -1.441456 -2.432481 -0.385769 1.08 1.93 -0.04
H -0.606610 -4.026341 -0.008215 0.39 -0.27 -0.38
H -0.066557 -1.911588 1.105555 -0.24 -0.31 0.56
H -2.052963 -1.930956 -1.118696 -0.72 -0.57 -0.14
O -0.840787 -3.571024 -0.829110 -0.59 -0.33 0.78
H 2.515191 4.599640 0.608471 0.43 0.23 0.13
```
Positions in Å, forces in eV/Å.

* SMILES string: C=CO.S
* charge: 0
* energy relative to the best compared isomer or geometry (same formula, charge and spin): 87.9 kJ/mol


# 4
Formula: C8H15N2
Source: the OMol25 dataset
Level of theory: wB97M-V/def2-TZVPD

```
25
Properties=species:S:1:pos:R:3:forces:R:3
C -0.767230 -0.999780 0.851274 0.05 -1.59 0.95
H 0.062226 -0.697717 -3.046919 -0.76 -2.30 -0.92
H -0.118622 -0.362458 1.596738 -1.83 -0.99 -1.42
H 1.225506 0.439604 -2.798034 -0.12 0.23 0.69
H -0.103092 3.526368 1.461720 -0.19 0.86 0.69
H -1.109512 2.119456 0.055992 0.87 -0.27 -0.77
H 2.275032 -0.444727 -0.189071 -0.71 1.17 0.75
C -0.074828 0.010931 -1.023301 0.02 -1.01 -1.43
H 0.135723 -2.309063 -0.907858 -0.14 0.62 0.28
C -1.358547 -0.534446 -0.488378 0.70 1.17 1.08
C -0.122577 -1.342383 -0.452725 -0.33 -1.43 -0.38
N 0.614271 0.909249 -0.157795 0.55 1.87 -0.18
N 0.357542 2.663408 1.326796 0.92 -0.87 -0.87
H 1.847757 0.355742 1.315782 0.22 -0.63 3.59
C -0.043157 1.944142 0.289869 -0.49 -0.81 1.19
H -2.053951 -2.748258 0.813119 -1.62 -0.95 -1.77
C 1.961714 0.517334 0.329759 -3.03 -3.33 -3.21
H -0.480004 0.941282 -2.991555 0.79 -0.75 0.67
H 1.264123 2.446090 1.716358 -0.06 0.67 0.22
C -1.516420 -2.229509 1.516836 -0.06 4.72 1.40
C 0.199467 0.168237 -2.511069 -0.40 2.97 0.12
H 2.631116 1.189559 0.067463 3.23 3.46 -0.87
H -2.199846 -1.766878 2.315451 0.96 -1.21 -1.00
H -2.359237 -0.452824 -0.888183 0.12 -0.61 -0.03
H -0.823709 -2.908895 1.886597 1.29 -1.01 1.23
```
Positions in Å, forces in eV/Å.

* SMILES string: C[C@@H]1[C@@H]2[C@H]1[C@]2(C)N(C)C=[NH2+]
* charge: +1
* energy relative to the best compared isomer or geometry (same formula, charge and spin): 264.1 kJ/mol